[1]
31
Properties=species:S:1:pos:R:3:lowdin_charge:R:1 method="wB97M-V/def2-TZVPD" spin_multiplicity=1 total_charge=+2 de_lowest_ev=0.916 e_tot_ev=-16426.05650
H 1.388 5.441 -16.798 0.1167
O 5.983 10.788 -15.300 -0.2605
C 5.334 4.489 -15.717 -0.1087
H 3.459 10.228 -18.955 0.1071
H 2.927 5.654 -17.571 0.0799
C 2.527 10.599 -17.275 -0.1417
C 6.291 10.963 -13.890 -0.1072
C 7.147 10.698 -18.619 -0.1522
H 1.742 6.777 -17.995 0.0996
H 6.094 3.739 -15.500 0.1027
H 8.189 10.994 -18.739 0.1115
H 6.057 11.628 -15.759 0.0862
H 6.700 10.546 -19.601 0.0966
H 8.134 9.332 -17.776 0.1029
O 7.203 9.518 -17.917 -0.2432
O 5.750 5.453 -16.685 -0.2597
H 5.009 5.004 -14.813 0.0883
H 6.534 11.455 -18.128 0.0796
H 7.335 11.173 -13.659 0.0934
H 6.551 5.104 -17.085 0.0936
H 1.944 9.724 -16.987 0.0671
O 2.659 6.992 -16.155 -0.3018
H 1.873 7.348 -15.735 0.1016
O 3.689 10.252 -18.023 -0.2500
H 1.828 11.282 -17.757 0.1111
H 6.215 10.106 -13.221 0.0834
H 4.582 3.924 -16.268 0.0934
C 2.091 6.202 -17.137 -0.1467
Ba 5.003 8.316 -16.449 2.0690
H 5.705 11.756 -13.425 0.0973
H 2.748 11.065 -16.315 0.0906


[2]
52
Properties=species:S:1:pos:R:3:lowdin_spin:R:1 method="wB97M-V/def2-TZVPD" spin_multiplicity=11 total_charge=+2 de_lowest_ev=3.818 e_tot_ev=-130925.30890
F 13.095 -18.007 -8.750 0.0035
O 17.625 -20.071 -16.346 0.0000
N 16.950 -17.507 -17.329 0.0000
N 14.802 -18.110 -16.692 0.0000
N 17.890 -21.964 -17.593 0.0000
H 13.191 -14.046 -12.964 0.0012
C 7.644 -23.670 -15.446 0.0000
O 8.542 -18.208 -16.797 0.0001
H 7.545 -24.906 -16.997 0.0000
C 17.144 -21.089 -16.817 0.0000
H 8.277 -20.859 -15.025 0.0000
O 13.531 -21.039 -12.254 0.0647
H 17.270 -18.299 -16.760 0.0000
H 7.104 -19.986 -16.013 0.0000
H 10.992 -18.758 -16.211 -0.0001
P 13.137 -20.347 -13.507 0.0197
C 15.602 -17.143 -17.284 0.0000
O 12.632 -20.162 -9.789 0.0711
Mn 11.845 -17.200 -12.683 4.7883
C 14.548 -15.489 -12.544 0.0112
C 8.905 -19.171 -16.151 0.0000
N 8.536 -23.116 -14.480 0.0000
O 11.844 -18.003 -10.835 0.0583
O 15.134 -16.153 -17.848 0.0000
O 13.724 -16.485 -12.378 0.0563
O 6.506 -23.294 -15.580 0.0000
N 8.051 -20.179 -15.726 0.0001
H 16.156 -16.613 -12.050 0.0001
F 12.258 -21.254 -14.332 0.0036
H 9.509 -23.319 -14.601 0.0000
H 15.413 -22.226 -17.198 0.0000
H 13.804 -18.056 -16.706 0.0000
H 10.526 -20.162 -15.341 -0.0001
H 9.127 -24.960 -16.302 0.0000
H 14.926 -13.583 -12.867 0.0001
H 8.141 -23.041 -13.559 0.0000
H 17.588 -16.730 -17.406 0.0000
N 10.273 -19.316 -15.800 0.0015
O 12.570 -18.986 -13.439 0.0507
H 16.528 -14.962 -12.364 0.0004
F 14.395 -20.353 -14.418 0.0037
H 17.568 -22.869 -17.855 0.0000
Mn 13.753 -21.761 -10.358 4.8324
F 10.873 -18.833 -8.786 0.0044
N 14.164 -14.234 -12.866 0.0024
H 15.136 -18.876 -16.150 0.0000
P 12.134 -18.763 -9.624 0.0220
N 8.181 -24.649 -16.259 0.0000
H 18.836 -21.684 -17.779 0.0000
H 15.195 -21.115 -15.920 0.0000
N 15.849 -15.695 -12.299 0.0042
N 15.811 -21.504 -16.634 0.0000


[3]
42
Properties=species:S:1:pos:R:3:lowdin_spin:R:1 method="wB97M-V/def2-TZVPD" spin_multiplicity=3 total_charge=+1 de_lowest_ev=0.000 e_tot_ev=-74411.06705
N -2.793 -0.563 2.253 0.0003
N -3.540 0.107 -1.072 0.0006
O 1.021 -1.325 0.428 0.0194
H 3.821 -0.301 -3.146 0.0003
O -0.596 2.596 0.382 0.0255
H 2.311 -4.005 -0.556 0.0000
H 0.270 2.579 -2.056 -0.0001
N 2.864 -0.213 -2.860 0.0021
N 3.441 0.577 -0.745 -0.0005
O -1.312 0.121 -0.728 0.0158
H -4.323 -0.455 -1.346 0.0001
C -1.527 -0.418 2.718 0.0037
O -0.677 0.254 2.157 0.0167
C -0.204 3.566 -0.268 0.0040
H -3.537 -0.890 2.847 0.0000
F 1.963 1.352 1.241 0.0528
N 1.832 -3.133 -0.695 -0.0004
H -0.263 4.904 1.189 0.0000
H -3.118 -2.293 -1.675 0.0000
O 1.333 0.663 -1.446 0.0293
H 3.160 0.858 0.198 0.0004
H 2.104 -0.281 -3.514 0.0001
H 0.933 -4.303 1.544 0.0000
C -2.317 -0.510 -1.049 0.0034
H -0.313 -1.129 4.185 0.0000
N -1.255 -1.176 3.834 0.0006
C 2.519 0.383 -1.691 0.0042
C 1.290 -2.524 0.393 0.0029
H 0.529 4.229 -2.109 0.0000
H -3.511 1.106 -0.975 0.0000
N 0.271 3.442 -1.539 0.0001
H 4.417 0.358 -0.851 0.0000
H 0.079 5.564 -0.399 0.0004
H -3.139 0.024 1.512 0.0001
H 2.138 -2.484 -1.403 0.0000
H -1.399 -2.277 -1.534 0.0000
N -0.314 4.849 0.183 0.0026
N -2.278 -1.810 -1.413 0.0001
H -1.773 -2.022 3.989 0.0002
H 0.530 -2.801 2.202 0.0000
Ni 0.372 0.687 0.356 1.8154
N 0.992 -3.304 1.461 -0.0004


[4]
41
Properties=species:S:1:pos:R:3:lowdin_charge:R:1 method="wB97M-V/def2-TZVPD" spin_multiplicity=1 total_charge=-1 de_lowest_ev=0.792 e_tot_ev=-38757.48498
O -21.290 -0.342 -29.823 0.0065
N -18.351 -3.052 -33.853 0.1336
H -19.110 0.411 -32.053 0.0826
C -13.509 -5.784 -27.749 -0.6411
N -20.583 -0.505 -26.388 0.1364
H -12.546 -2.143 -28.350 0.0689
C -14.359 -1.258 -28.719 -0.6701
H -11.709 -6.631 -27.312 0.0943
H -20.779 -1.487 -26.455 0.0815
H -17.396 -0.864 -26.404 0.1016
N -12.629 -6.842 -27.654 0.1382
O -19.220 -4.794 -32.668 0.0033
H -18.687 -1.949 -26.990 -0.0640
N -19.939 0.413 -31.493 0.1348
H -12.447 -0.427 -28.343 0.0832
H -15.155 -7.014 -27.405 0.0947
N -14.829 -6.099 -27.651 0.1644
C -20.215 -0.378 -30.403 -0.6604
N -13.009 -1.251 -28.390 0.1339
H -17.590 -4.071 -30.878 -0.0701
H -14.361 -3.253 -28.271 0.0308
N -17.492 -3.606 -31.777 0.1288
N -14.944 -2.479 -28.561 0.1450
I -18.055 -4.363 -28.263 -0.0594
H -18.955 -3.181 -34.638 0.0901
H -18.236 -0.820 -30.262 0.0861
O -18.942 1.001 -25.864 -0.0002
H -17.562 -2.435 -33.917 0.0814
O -13.127 -4.628 -27.928 -0.0076
C -19.251 -0.114 -26.264 -0.6752
H -20.646 1.080 -31.742 0.0906
H -21.230 0.150 -26.782 0.0863
H -19.177 -1.690 -29.144 -0.0009
H -17.186 -2.649 -31.703 0.0707
N -19.147 -1.146 -29.990 0.1589
N -18.353 -1.072 -26.622 0.1453
H -15.500 -5.392 -27.889 -0.0573
O -14.947 -0.251 -29.105 -0.0185
C -18.425 -3.863 -32.752 -0.6816
H -15.937 -2.663 -28.564 -0.0505
H -13.027 -7.700 -27.310 0.0851


[5]
40
Properties=species:S:1:pos:R:3:lowdin_charge:R:1 method="wB97M-V/def2-TZVPD" spin_multiplicity=1 smiles="NC(N)=O.NC(N)=O.NC(N)=O.NC(N)=O.NC(N)=O" de_lowest_ev=0.595 e_tot_ev=-30653.06506
O -27.353 13.402 23.619 0.0352
H -25.770 13.207 25.570 0.1037
H -22.012 11.314 20.434 0.0793
H -23.360 16.405 24.926 0.0892
H -20.956 14.350 20.513 0.1090
N -20.713 11.339 25.570 0.1494
H -24.366 16.874 23.624 0.0854
H -20.408 11.357 26.523 0.0973
N -25.572 12.711 22.442 0.1467
N -25.318 13.190 24.671 0.1504
H -20.366 10.025 22.676 0.0670
O -22.078 13.203 23.279 -0.0191
C -23.969 18.418 24.880 -0.6922
H -26.155 12.542 21.645 0.1047
H -21.330 11.389 23.209 0.0336
H -20.389 13.124 21.609 0.1072
N -20.514 8.701 19.249 0.1523
N -23.039 14.839 22.060 0.1712
H -22.890 18.061 26.668 0.0923
O -19.641 10.248 20.651 0.0091
C -26.184 13.068 23.609 -0.6873
H -21.172 12.145 25.180 0.0610
N -23.835 17.138 24.431 0.1464
C -20.344 10.355 24.699 -0.6794
H -24.392 12.796 24.622 0.0767
C -22.038 13.942 22.295 -0.6598
H -22.898 15.609 21.434 0.1089
C -20.571 9.864 19.952 -0.6652
H -24.604 12.439 22.449 0.0730
O -19.755 9.330 25.006 0.0160
H -22.512 10.016 19.395 0.0921
H -23.476 19.640 26.394 0.1032
N -21.802 10.470 19.941 0.1591
N -23.310 18.716 26.036 0.1468
H -21.342 8.170 19.056 0.0960
N -20.719 10.616 23.407 0.1534
H -19.620 8.268 19.116 0.1074
N -21.022 13.884 21.397 0.1811
H -23.789 14.756 22.724 0.0720
O -24.568 19.259 24.232 0.0269


[6]
41
Properties=species:S:1:pos:R:3:lowdin_charge:R:1 method="wB97M-V/def2-TZVPD" spin_multiplicity=1 total_charge=+2 de_lowest_ev=1.581 e_tot_ev=-36459.32476
N 1.392 1.982 -2.235 0.2245
N -3.227 0.053 -1.804 0.2215
H -2.034 1.992 -2.441 0.1513
N 1.449 -0.945 3.616 0.2279
C -1.923 0.009 -1.740 -0.5667
H 0.695 -4.457 -2.130 0.1494
C -0.626 -3.177 -1.473 -0.6826
N -1.469 1.205 -2.157 0.1934
H -3.831 0.826 -2.046 0.1428
H 1.441 2.969 -2.447 0.1473
H 1.184 2.866 3.013 0.1454
H 3.744 -1.568 3.414 0.1387
H -0.465 1.316 -2.193 0.0639
H 0.443 -0.862 3.643 0.1403
N 3.316 -1.287 2.543 0.2335
N 1.089 1.912 2.695 0.2466
N -1.941 -2.993 -1.437 0.1908
H 0.183 3.377 -1.275 0.1732
N -0.278 -4.324 -1.894 0.2319
H -1.016 -4.928 -2.226 0.1410
H -2.635 -3.685 -1.683 0.1363
H -1.219 2.847 0.968 0.1253
O 1.550 -0.744 1.437 -0.0686
Sn -0.084 -0.901 0.372 1.1813
H 1.874 -1.273 4.471 0.1526
H -3.681 -0.794 -1.495 0.1319
H -0.714 2.235 -0.169 0.1035
O 0.143 0.773 1.051 -0.1994
O 0.706 0.412 -0.752 0.0014
H 1.612 1.232 -2.875 0.1584
H 3.820 -1.265 1.669 0.1463
N -0.430 2.905 1.596 0.1835
H -2.303 -2.090 -1.166 0.0492
C 0.268 1.786 1.716 -0.6165
C 2.058 -0.939 2.490 -0.7583
H -0.255 3.704 2.189 0.1487
N 0.002 2.486 -0.836 0.1588
O 0.137 -2.343 -1.024 -0.1091
O -1.297 -0.948 -1.262 -0.2207
H 1.578 1.105 3.056 0.1056
C 0.742 1.533 -1.176 -0.7240


[7]
32
Properties=species:S:1:pos:R:3:lowdin_spin:R:1 method="wB97M-V/def2-TZVPD" spin_multiplicity=2 total_charge=+1 de_lowest_ev=2.915 e_tot_ev=-18717.12804
O -0.194 2.384 -2.461 0.0014
O -3.307 -2.279 -0.455 0.0011
H -3.540 -1.817 1.861 0.0000
O 4.176 1.088 0.335 0.0024
H -0.879 -1.116 0.427 0.0018
H -2.875 -0.574 2.121 -0.0001
H 2.664 -2.525 -0.932 -0.0037
H -2.899 -1.644 -1.039 0.0004
C 0.046 -0.330 -1.434 0.0781
H 0.666 2.685 -2.750 0.0000
O 2.841 -0.534 -1.233 0.2109
N 0.841 -1.593 -1.461 0.4195
H 4.426 0.393 -0.290 -0.0004
C -0.392 -0.182 0.068 0.0964
C 2.213 -1.581 -1.243 -0.0075
H 4.872 1.722 0.419 0.0002
H -2.019 0.929 0.860 0.0104
H 0.416 -2.520 -1.480 0.0066
H 1.326 1.149 0.477 0.0007
H 0.882 1.292 2.946 0.0024
H -3.032 -1.874 0.372 0.0000
H -1.390 1.440 -0.563 0.0022
C 0.100 0.879 2.302 0.0120
H 1.439 -0.348 1.161 0.0010
H -0.552 1.735 2.159 0.0010
C 0.682 0.432 0.963 0.0338
O -3.676 -1.031 2.387 -0.0002
H 0.624 0.535 -1.740 0.0045
H -0.332 -0.021 2.722 0.0000
N -1.645 0.610 -0.027 0.1126
H -0.647 3.234 -2.436 0.0001
H -0.834 -0.537 -2.038 0.0125